# 1
# C4H14NO2

A 2-piece molecular cluster, C4H14NO2 overall at a distorted geometry (wB97M-V/def2-TZVPD, the OMol25 dataset).

Atoms and positions in Å:
O  0.169  -0.978  -1.696
C  1.404  -0.413  -1.236
C  1.012  0.640  -0.160
N  -0.149  0.006  0.563
C  -0.495  0.727  1.810
C  2.192  0.962  0.713
H  0.272  -1.124  -2.640
H  1.958  -0.040  -2.103
H  2.065  -1.094  -0.694
H  0.671  1.552  -0.647
H  -0.935  -0.070  -0.091
H  0.149  -0.932  0.842
H  0.170  0.626  2.654
H  -1.479  0.359  2.091
H  -0.379  1.821  1.699
H  3.063  1.364  0.208
H  2.087  1.629  1.608
H  2.609  0.174  1.344
H  -3.624  -1.553  -0.499
H  -4.162  -0.240  -0.306
O  -3.369  -0.737  -0.056

Values from the calculation:
Net charge ... +1
Energy relative to the best compared isomer or geometry (same formula, charge and spin) ... 140.39 kJ/mol
Orbital gap ... 12.192 eV
DFT total energy ... -365.7772 hartree

# 2
# C4H14NO2

A 3-piece molecular cluster, C4H14NO2 overall at a distorted geometry (wB97M-V/def2-TZVPD, the OMol25 dataset).

Atoms and positions in Å:
C  -0.449  -1.336  1.065
C  0.612  -0.657  1.927
C  1.857  -0.139  1.250
C  1.973  1.075  0.737
N  0.016  -1.456  -0.362
H  -0.757  -2.292  1.441
H  -1.335  -0.729  0.956
H  0.177  0.158  2.508
H  0.945  -1.252  2.781
H  2.729  -0.791  1.265
H  2.869  1.616  0.455
H  1.150  1.792  0.767
H  0.511  -2.333  -0.493
H  -0.761  -1.523  -1.039
H  0.625  -0.710  -0.686
H  -1.002  2.987  -2.124
H  -2.264  3.085  -1.199
O  -1.767  2.499  -1.783
H  -1.612  -0.271  -3.199
H  -2.037  0.526  -2.026
O  -1.480  -0.246  -2.241

Values from the calculation:
Net charge ... +1
Energy relative to the best compared isomer or geometry (same formula, charge and spin) ... 138.26 kJ/mol
Orbital gap ... 11.065 eV
DFT total energy ... -365.7781 hartree

# 3
# C4H14NO2

A 3-piece molecular cluster, C4H14NO2 overall at a distorted geometry (wB97M-V/def2-TZVPD, the OMol25 dataset).

Atoms and positions in Å:
C  -0.535  -3.426  0.827
C  -0.673  -1.920  0.712
C  0.495  -1.109  0.347
C  -0.757  0.951  0.535
N  0.207  0.329  -0.022
H  0.383  -3.781  1.378
H  -1.467  -3.818  1.243
H  -0.274  -3.930  -0.148
H  -1.583  -1.716  0.139
H  -0.888  -1.651  1.804
H  1.324  -1.075  1.062
H  1.062  -1.472  -0.538
H  -1.359  0.572  1.353
H  -1.213  1.859  0.138
H  0.674  0.807  -0.791
H  2.359  -0.450  -2.783
H  2.952  -0.833  -1.375
O  2.143  -0.625  -1.851
H  -0.311  5.246  -0.123
H  -1.582  4.813  -0.847
O  -1.259  5.104  0.011

Values from the calculation:
Net charge ... +2
Energy relative to the best compared isomer or geometry (same formula, charge and spin) ... 282.04 kJ/mol
Orbital gap (alpha / beta) ... 10.994 / 1.962 eV
2S+1 ... 2
DFT total energy ... -365.1953 hartree
Expectation value of S² ... 0.75

# 4
# C4H14NO2S

A 3-piece molecular cluster, C4H14NO2S overall at a distorted geometry (wB97M-V/def2-TZVPD, the OMol25 dataset).

Atoms and positions in Å:
C  -2.776  0.241  -0.731
N  -1.991  -0.987  -0.653
C  -0.664  -0.725  -0.125
C  0.428  -1.732  -0.659
S  1.841  -1.015  -1.626
C  -0.467  -0.570  1.319
H  -2.315  1.123  -1.009
H  -3.550  0.204  -1.625
H  -3.322  0.580  0.248
H  -2.484  -1.684  -0.072
H  -0.567  0.292  -0.540
H  0.973  -2.365  0.177
H  -0.097  -2.481  -1.326
H  0.014  -1.415  1.690
H  -1.405  -0.657  1.983
H  0.092  0.306  1.618
H  3.574  0.084  -0.547
H  2.992  1.267  -1.200
O  3.639  1.096  -0.456
H  1.288  2.752  0.860
H  2.796  2.617  1.257
O  2.003  3.068  1.417

Values from the calculation:
Net charge ... -1
Energy relative to the best compared isomer or geometry (same formula, charge and spin) ... 189.00 kJ/mol
Orbital gap ... 6.399 eV
DFT total energy ... -764.2013 hartree

# 5
# C4H14NO3

A 3-piece molecular cluster, C4H14NO3 overall at a distorted geometry (wB97M-V/def2-TZVPD, the OMol25 dataset).

Atoms and positions in Å:
C  0.044  0.900  0.431
O  -0.473  1.394  -0.714
C  -0.007  -0.669  0.541
C  1.036  -1.250  1.507
C  0.648  -2.634  2.043
N  0.225  -1.370  -0.762
H  -0.570  1.186  1.331
H  1.087  1.218  0.622
H  -0.964  -1.076  0.931
H  1.131  -0.505  2.304
H  1.933  -1.290  0.864
H  1.618  -3.076  2.286
H  0.170  -2.487  3.035
H  -0.086  -3.246  1.536
H  0.465  -0.670  -1.469
H  -0.584  -1.812  -1.192
H  1.639  2.902  -0.435
H  0.467  2.473  -1.325
O  1.310  3.116  -1.332
H  -2.017  -0.454  -1.677
H  -2.008  0.909  -1.161
O  -2.677  0.213  -1.458

Values from the calculation:
Net charge ... -1
Energy relative to the best compared isomer or geometry (same formula, charge and spin) ... 72.47 kJ/mol
Orbital gap ... 8.068 eV
DFT total energy ... -441.2912 hartree

# 6
# C4H14NO3

A 3-piece molecular cluster, C4H14NO3 overall at a distorted geometry (wB97M-V/def2-TZVPD, the OMol25 dataset).

Atoms and positions in Å:
O  1.700  2.654  -1.091
C  1.617  2.409  0.107
C  1.221  0.984  0.554
N  0.259  0.520  -0.543
C  -1.051  1.050  -0.412
C  -1.766  0.633  0.926
H  2.005  3.051  0.858
H  2.059  0.282  0.489
H  0.962  0.890  1.581
H  0.083  -0.495  -0.368
H  0.652  0.683  -1.473
H  -1.609  0.629  -1.376
H  -1.030  2.168  -0.603
H  -1.934  1.531  1.476
H  -1.052  -0.027  1.542
H  -2.681  0.071  0.682
H  -0.507  -3.415  1.373
H  -0.279  -2.521  0.245
O  -0.728  -2.492  1.097
H  0.308  -2.678  -2.285
H  1.188  -3.346  -1.313
O  0.583  -2.582  -1.467

Values from the calculation:
Energy relative to the best compared isomer or geometry (same formula, charge and spin) ... 285.82 kJ/mol
Orbital gap (alpha / beta) ... 3.626 / 7.508 eV
2S+1 ... 2
DFT total energy ... -441.1220 hartree
Expectation value of S² ... 0.75